Record 1
Below is C10H9F8N3O in the gas phase, with properties calculated with wB97M-V/def2-TZVPD.

XYZ file:
```
31
Properties=species:S:1:pos:R:3:lowdin_charge:R:1
C -4.60 0.50 2.24 0.0103
C -3.35 0.65 1.57 -0.4090
N -2.41 1.15 2.18 0.1790
C -1.07 1.26 1.66 -0.4058
N -0.69 0.98 0.45 0.1834
C -1.63 0.20 -0.19 -0.1865
C -2.87 0.02 0.40 0.0177
H -3.79 -0.28 -0.44 0.1866
O -1.43 -0.23 -1.61 0.0351
C -0.15 -0.15 -1.89 -0.2239
H 0.30 0.57 -1.68 -0.0064
H -0.08 -0.19 -3.19 0.2529
C 0.71 -1.23 -1.41 -0.2378
F 0.36 -1.83 -0.22 0.1079
F 0.32 -2.40 -2.28 -0.0326
C 2.29 -1.36 -1.57 -0.5058
F 2.51 -0.86 -2.77 0.1531
F 2.87 -2.49 -1.37 0.2527
C 2.74 -0.17 -0.83 -0.2986
F 2.40 -0.29 0.52 0.0822
F 2.65 1.09 -1.36 0.1356
C 4.50 -0.55 -0.74 -0.3671
F 4.73 -1.53 -0.04 0.2255
F 5.02 0.55 -0.11 0.0406
H 4.75 -0.37 -2.02 0.2341
N -0.11 1.80 2.33 0.1909
H 0.98 1.76 2.13 0.1990
H -0.28 1.91 3.18 -0.0033
H -5.20 1.00 1.63 0.0602
H -4.89 -0.50 2.36 0.1053
H -4.55 0.99 3.05 0.0249
```

As for the energy above the lowest of the compared OMol25 structures with the same formula, charge and spin: 237.2 kcal per mole. Its SMILES is Cc1cc(OCC(F)(F)C(F)(F)C(F)(F)C(F)F)nc(N)n1. The frontier orbital gap is 9.37 eV. The calculation puts the HOMO energy at -0.3181 Eh. The value obtained for the energy is -38764.5512 eV. The LUMO energy comes out at 0.026 hartree. The spin multiplicity is 1. The calculation puts the largest force on an atom at 13.611 eV/Å.

=====

Record 2
Below is C22H33BF17NO16S2Zr as an isolated structure, with properties calculated with wB97M-V/def2-TZVPD.

XYZ file:
```
93
Properties=species:S:1:pos:R:3:lowdin_charge:R:1
Zr 0.66 0.87 3.45 1.8755
N 1.30 0.17 1.62 -0.4219
S 2.68 0.32 0.75 0.4779
O 2.65 1.50 -0.03 -0.2238
O 3.30 -0.83 0.23 -0.1922
F 3.64 0.70 1.94 -0.1408
S 0.43 -0.45 0.26 0.5363
O 0.61 -1.83 0.05 -0.2051
O 0.19 0.48 -0.77 -0.1896
F -1.00 -0.57 0.93 -0.1716
B -1.51 0.56 3.90 -0.4238
H -1.16 1.66 3.86 -0.0087
H -0.88 0.01 4.70 -0.0040
H -2.68 0.49 4.09 0.0613
H -1.25 0.09 2.86 -0.0270
O 3.27 2.54 5.66 -0.2503
C 3.75 2.68 4.43 -0.5089
C 2.78 3.38 3.49 -0.2944
O 1.65 2.59 3.35 -0.3963
H 3.96 1.69 3.95 0.0797
H 4.70 3.27 4.37 0.1130
H 3.26 3.54 2.51 0.1144
H 2.48 4.38 3.82 0.1217
C -2.69 6.61 -2.98 -0.0540
C -1.57 5.88 -3.69 -0.1853
O -1.87 4.47 -3.54 0.0263
C -0.95 3.61 -3.92 -0.4140
O 0.11 3.86 -4.40 0.1718
C -1.45 2.16 -3.75 -0.5457
F -2.65 2.04 -4.37 0.1585
F -0.63 1.30 -4.31 0.1854
F -1.64 1.84 -2.46 0.1597
H -2.41 7.65 -2.79 0.0831
H -2.75 6.21 -1.96 0.0783
H -3.62 6.57 -3.53 0.0816
H -0.63 6.13 -3.21 0.1089
H -1.54 6.08 -4.76 0.1334
C 0.92 -2.15 -3.34 -0.0405
C 1.63 -3.36 -3.90 -0.1807
O 2.46 -3.94 -2.85 0.0225
C 3.76 -3.77 -2.95 -0.4025
O 4.36 -3.32 -3.87 0.1758
C 4.49 -4.22 -1.66 -0.5388
F 5.06 -5.43 -1.89 0.1523
F 5.47 -3.38 -1.37 0.1805
F 3.66 -4.36 -0.62 0.1630
H 0.20 -2.53 -2.62 0.0489
H 0.34 -1.65 -4.12 0.0847
H 1.63 -1.45 -2.90 0.0904
H 2.12 -3.25 -4.86 0.1241
H 0.89 -4.16 -4.05 0.1199
C 0.75 5.06 -0.88 -0.0306
C 0.39 4.00 0.12 -0.1815
O -1.03 3.78 0.13 0.0833
C -1.47 2.82 0.90 -0.3555
O -0.78 2.13 1.60 0.0316
C -3.01 2.72 0.93 -0.5356
F -3.42 2.88 2.19 0.1823
F -3.58 3.65 0.17 0.1839
F -3.37 1.52 0.49 0.1870
H 0.13 5.95 -0.75 0.0869
H 0.69 4.70 -1.91 0.0642
H 1.82 5.28 -0.75 0.0949
H 0.78 4.24 1.12 0.1314
H 0.93 3.08 -0.09 0.1012
C -2.26 -2.92 4.45 -0.0387
C -1.87 -3.41 3.08 -0.1723
O -0.52 -3.87 2.94 0.0928
C 0.42 -2.99 3.00 -0.3739
O 0.24 -1.79 3.09 0.0152
C 1.83 -3.59 2.81 -0.5415
F 2.66 -2.66 2.37 0.1818
F 2.25 -4.07 3.99 0.1808
F 1.79 -4.58 1.92 0.1883
H -1.49 -2.27 4.87 0.0642
H -2.31 -3.74 5.18 0.0871
H -3.20 -2.39 4.36 0.0965
H -2.02 -2.57 2.39 0.1042
H -2.57 -4.13 2.66 0.1335
C -0.57 -5.58 -1.46 -0.0305
C -1.53 -4.69 -0.71 -0.2031
O -1.97 -3.63 -1.57 0.0441
C -2.70 -2.68 -1.03 -0.4026
O -3.06 -2.61 0.10 0.1667
C -3.12 -1.62 -2.07 -0.5379
F -3.11 -0.40 -1.56 0.1783
F -2.32 -1.66 -3.15 0.1608
F -4.37 -1.90 -2.48 0.1709
H -1.09 -5.92 -2.37 0.0881
H -0.13 -6.38 -0.89 0.0879
H 0.21 -4.92 -1.84 0.0615
H -1.10 -4.34 0.24 0.1109
H -2.41 -5.23 -0.34 0.1341
```

As for the energy above the lowest of the compared OMol25 structures with the same formula, charge and spin: 0.0 kcal per mole. The frontier orbital gap is 4.82 eV. The calculation puts the HOMO energy at -0.2528 Eh. The value obtained for the energy is -127420.4802 eV. The LUMO energy comes out at -0.076 hartree. The spin multiplicity is 1. The calculation puts the largest force on an atom at 5.417 eV/Å.

=====

Record 3
Below is C18H25MoN2O6S2Se3Te as an isolated structure, with properties calculated with wB97M-V/def2-TZVPD.

XYZ file:
```
58
Properties=species:S:1:pos:R:3:lowdin_charge:R:1
Mo -1.04 0.98 0.05 1.2248
C -2.79 -0.19 2.57 -0.1790
C -3.96 -0.08 1.63 -0.1540
O -3.48 0.39 0.37 -0.3074
C -4.13 -0.19 -0.77 -0.1556
C -3.11 -0.66 -1.80 -0.1893
O -1.88 -0.92 -1.11 -0.2670
C -0.98 -1.83 -1.76 -0.1448
C -0.23 -2.55 -0.68 -0.1472
O 0.20 -1.59 0.28 -0.1722
C 0.22 -2.07 1.63 -0.1228
C -0.60 -1.18 2.54 -0.1378
O -1.69 -0.64 1.77 -0.2423
H -3.00 -0.92 3.35 0.1406
H -2.53 0.76 3.04 0.0678
H -4.70 0.60 2.03 0.1267
H -4.41 -1.06 1.49 0.1314
H -4.80 0.54 -1.22 0.1352
H -4.72 -1.03 -0.43 0.1270
H -2.95 0.07 -2.59 0.0599
H -3.47 -1.58 -2.26 0.1367
H -0.33 -1.30 -2.45 0.0883
H -1.56 -2.56 -2.33 0.1393
H 0.63 -3.07 -1.12 0.1445
H -0.87 -3.29 -0.20 0.1326
H 1.25 -2.13 1.99 0.1400
H -0.20 -3.08 1.64 0.1254
H -0.03 -0.37 2.97 0.1040
H -1.01 -1.79 3.35 0.1383
Se -1.12 2.81 1.81 0.1833
Se -3.33 3.55 1.79 -0.0883
Te -3.11 4.58 -0.47 0.4208
Se -2.14 2.50 -1.52 0.0330
O 4.51 0.21 -0.22 0.0720
C 4.21 0.32 1.09 -0.2540
C 5.24 0.08 1.99 -0.0010
C 5.01 0.17 3.35 -0.0588
C 3.75 0.50 3.84 -0.0735
C 2.72 0.72 2.96 -0.0253
C 2.93 0.63 1.57 -0.0728
C 1.79 0.83 0.67 -0.3943
O 0.59 0.86 1.22 -0.3950
N 1.94 0.95 -0.60 0.0187
N 0.68 1.06 -1.26 -0.1975
C 0.86 1.03 -2.55 -0.8932
S 2.47 0.84 -3.19 1.0246
C 1.97 0.60 -4.90 -0.4990
C 0.73 1.43 -5.13 -0.4807
S -0.39 1.12 -3.75 0.8888
H 3.71 0.44 -0.73 0.0389
H 6.22 -0.16 1.60 0.1256
H 5.83 0.00 4.03 0.1126
H 3.58 0.58 4.91 0.1065
H 1.74 0.99 3.32 0.1086
H 1.79 -0.46 -5.08 0.0840
H 2.80 0.93 -5.53 0.0906
H 0.20 1.15 -6.04 0.0910
H 0.96 2.49 -5.15 0.0910
```

As for the energy above the lowest of the compared OMol25 structures with the same formula, charge and spin: 13.3 kcal per mole. The frontier orbital gap (spin up / spin down) is 6.62 / 6.12 eV. Its charge is +1. The calculation puts the HOMO energy (spin up / spin down) at -0.3691 / -0.3692 Eh. The value obtained for the energy is -261189.4352 eV. The LUMO energy (spin up / spin down) comes out at -0.126 / -0.144 hartree. The spin multiplicity is 3. The calculation puts the largest force on an atom at 1.323 eV/Å.

=====

Record 4
Below is C17H36As4F6HfN6O3S as an isolated structure, with properties calculated with wB97M-V/def2-TZVPD.

XYZ file:
```
74
Properties=species:S:1:pos:R:3:lowdin_charge:R:1
Hf -0.44 1.15 -0.97 1.3254
O -0.81 2.11 0.83 -0.3693
N -1.98 2.70 1.17 -0.1608
C -1.94 3.61 2.15 0.0221
C -3.10 4.22 2.57 0.0022
C -4.30 3.87 1.95 0.0032
C -4.30 2.94 0.93 -0.0423
C -3.11 2.34 0.52 -0.6061
S -3.02 1.20 -0.79 0.6681
H -0.96 3.81 2.56 0.1519
H -3.06 4.95 3.36 0.1335
H -5.22 4.33 2.26 0.1358
H -5.21 2.65 0.43 0.1253
C 2.55 1.77 1.72 -0.2489
As 2.02 0.51 0.35 1.1074
C 3.53 0.60 -0.86 -0.2496
C 2.38 -1.25 1.14 -0.3217
C 1.39 -1.84 2.15 -0.6606
C 0.99 -0.80 3.21 -0.0622
C 0.14 -2.40 1.46 -0.3172
As -1.17 -1.11 0.74 1.0666
C -2.30 -2.38 -0.19 -0.2634
C -2.27 -0.68 2.27 -0.2562
C 2.08 -2.97 2.97 -0.2988
As 2.91 -4.50 2.09 1.3873
C 4.65 -4.12 1.37 -0.2366
C 1.84 -5.48 0.84 -0.2427
H 3.42 1.40 2.26 0.0527
H 1.73 1.95 2.41 0.0248
H 2.80 2.70 1.22 0.0388
H 4.45 0.37 -0.32 0.0514
H 3.59 1.61 -1.26 0.0282
H 3.39 -0.10 -1.68 0.0435
H 3.36 -1.13 1.61 0.0902
H 2.51 -1.93 0.29 0.0764
H 0.49 0.04 2.73 0.0423
H 1.87 -0.41 3.74 0.1039
H 0.31 -1.23 3.95 0.1066
H -0.44 -3.02 2.16 0.0945
H 0.41 -3.03 0.61 0.0644
H -2.63 -3.16 0.48 0.0513
H -1.75 -2.82 -1.02 0.0289
H -3.17 -1.85 -0.57 0.0216
H -2.42 -1.55 2.91 0.0513
H -3.24 -0.36 1.89 0.0311
H -1.83 0.13 2.85 0.0263
H 1.37 -3.42 3.67 0.0937
H 2.90 -2.56 3.57 0.0938
H 5.22 -3.54 2.10 0.0507
H 4.56 -3.58 0.43 0.0469
H 5.16 -5.07 1.19 0.0538
H 0.85 -5.64 1.26 0.0472
H 2.33 -6.44 0.67 0.0536
H 1.78 -4.93 -0.10 0.0472
N -2.58 2.70 -3.92 0.0593
N -2.57 1.66 -4.85 0.0224
C -1.95 0.51 -4.61 -0.3168
N -1.97 -0.41 -5.57 0.2461
N -1.32 0.36 -3.39 0.1029
N -0.73 -0.79 -3.13 -0.3884
O -0.11 -0.76 -2.00 -0.2466
O -0.73 -1.79 -3.78 0.1403
H -3.54 2.95 -3.71 0.1095
H -2.09 3.50 -4.31 0.1023
H -3.02 1.78 -5.75 0.1768
H -2.43 -0.22 -6.45 0.1509
H -1.55 -1.31 -5.42 0.1103
F -0.74 3.13 -1.87 -0.3502
As 0.98 3.60 -2.40 0.8307
F 0.42 3.60 -4.00 -0.1616
F 0.67 5.21 -2.09 -0.1293
F 2.61 3.67 -2.78 -0.1373
F 1.30 3.23 -0.72 -0.2712
F 1.04 1.72 -2.51 -0.3574
```

As for the energy above the lowest of the compared OMol25 structures with the same formula, charge and spin: 0.3 kcal per mole. The frontier orbital gap (spin up / spin down) is 7.54 / 5.80 eV. Its charge is +3. The calculation puts the HOMO energy (spin up / spin down) at -0.5887 / -0.5887 Eh. The value obtained for the energy is -305075.3423 eV. The LUMO energy (spin up / spin down) comes out at -0.311 / -0.376 hartree. The spin multiplicity is 2. The calculation puts the largest force on an atom at 0.543 eV/Å.

=====

Record 5
Below is C5H10N2O2PS as an isolated structure, with properties calculated with wB97M-V/def2-TZVPD.

XYZ file:
```
21
Properties=species:S:1:pos:R:3:lowdin_charge:R:1
C 1.48 -2.82 -0.43 -1.1523
C 0.20 1.53 2.33 -0.3945
C -1.32 -0.08 -1.91 -0.1607
C -0.60 0.76 1.29 -0.3540
C 0.08 0.42 -1.51 -0.4118
N 0.13 -2.69 -0.16 -0.1298
N -0.37 -1.61 0.18 -0.2548
O 2.41 -2.97 0.33 -0.0671
O 0.82 2.63 1.71 -0.0898
P 0.62 -0.18 0.22 0.9568
S 1.44 -2.60 -2.12 0.4936
H 0.93 2.36 0.81 0.0263
H -0.46 1.98 3.14 0.1161
H 0.86 0.83 2.88 0.0973
H -1.35 0.05 -2.99 0.0520
H -1.53 -1.19 -1.58 0.0855
H -1.98 0.64 -1.41 0.0499
H -1.20 1.47 0.81 0.0495
H -1.17 0.00 1.93 0.0995
H 0.32 1.43 -1.34 0.0283
H 0.69 0.05 -2.21 -0.0400
```

As for the energy above the lowest of the compared OMol25 structures with the same formula, charge and spin: 15.7 kcal per mole. The frontier orbital gap is 7.40 eV. Its charge is -1. The calculation puts the HOMO energy at -0.1469 Eh. The value obtained for the energy is -32545.2134 eV. The LUMO energy comes out at 0.125 hartree. The spin multiplicity is 1. The calculation puts the largest force on an atom at 4.286 eV/Å.

=====

Record 6
Below is C37H67NO2P2RhSi5Te as an isolated structure, with properties calculated with wB97M-V/def2-TZVPD.

XYZ file:
```
116
Properties=species:S:1:pos:R:3:lowdin_charge:R:1
Rh -0.04 0.12 0.08 0.1850
C 0.55 -1.38 3.51 -0.2283
P 0.18 0.07 2.44 0.8231
C -0.93 0.97 3.58 -0.2230
C 1.74 0.98 2.72 -0.4195
C 2.89 0.43 1.89 -0.3615
P 2.32 -0.06 0.19 0.7536
C 3.59 0.67 -0.88 -0.2744
C 2.92 -1.79 0.15 -0.2397
H 0.79 -1.01 4.51 0.0501
H 1.39 -1.94 3.11 0.0338
H -0.31 -2.04 3.56 0.0286
H -0.35 1.41 4.40 0.0526
H -1.67 0.28 3.99 0.0325
H -1.46 1.75 3.05 0.0193
H 1.98 0.98 3.79 0.0833
H 1.56 2.01 2.43 0.0279
H 3.33 -0.45 2.36 0.0733
H 3.67 1.19 1.78 0.0786
H 4.58 0.47 -0.47 0.0488
H 3.44 1.75 -0.99 0.0167
H 3.50 0.22 -1.87 0.0034
H 4.00 -1.80 0.32 0.0495
H 2.70 -2.22 -0.83 0.0539
H 2.41 -2.38 0.91 0.0299
C 1.19 3.23 -5.47 -0.2218
Si -0.09 2.10 -6.26 0.2969
C 0.09 2.27 -8.13 -0.2220
C -1.75 2.81 -5.77 -0.2174
Si 0.19 -0.07 -5.51 0.3677
Te 0.31 0.36 -2.44 0.6216
Si -1.47 -1.61 -6.00 0.2977
C -3.18 -1.09 -5.45 -0.2141
C -1.12 -3.23 -5.11 -0.2154
C -1.57 -1.96 -7.85 -0.2310
Si 2.32 -0.90 -5.91 0.2911
C 2.74 -1.14 -7.74 -0.2233
C 2.57 -2.55 -5.06 -0.2220
C 3.62 0.26 -5.20 -0.2241
H 0.95 4.29 -5.63 0.0310
H 2.20 3.05 -5.85 0.0130
H 1.21 3.04 -4.38 0.0009
H 0.00 3.31 -8.46 0.0293
H -0.69 1.68 -8.64 0.0201
H 1.06 1.88 -8.46 0.0130
H -1.89 3.82 -6.17 0.0345
H -1.82 2.86 -4.68 0.0102
H -2.58 2.18 -6.13 0.0194
H -3.24 -1.10 -4.35 0.0294
H -3.94 -1.78 -5.84 0.0362
H -3.44 -0.08 -5.78 0.0168
H -0.90 -3.03 -4.05 0.0251
H -0.26 -3.76 -5.53 0.0104
H -1.99 -3.90 -5.16 0.0315
H -1.81 -1.04 -8.40 0.0173
H -2.34 -2.70 -8.08 0.0263
H -0.60 -2.33 -8.23 0.0115
H 2.02 -1.82 -8.21 0.0152
H 3.74 -1.55 -7.88 0.0284
H 2.68 -0.18 -8.27 0.0139
H 1.99 -3.35 -5.55 0.0127
H 2.21 -2.48 -4.02 0.0208
H 3.62 -2.86 -5.04 0.0274
H 3.68 1.20 -5.77 0.0148
H 4.61 -0.20 -5.19 0.0292
H 3.34 0.52 -4.17 -0.0038
C -0.28 3.65 1.71 -0.2342
Si -0.07 2.57 0.12 0.4430
C 1.50 3.41 -0.56 -0.2695
C -1.47 3.49 -0.80 -0.3202
C -2.76 3.51 -0.24 -0.1236
C -3.78 4.27 -0.79 -0.0882
C -3.55 5.03 -1.93 -0.1073
C -2.29 5.01 -2.52 -0.1039
C -1.27 4.24 -1.96 -0.1103
H -0.14 4.69 1.40 0.0307
H 0.41 3.46 2.54 0.0008
H -1.29 3.58 2.12 0.0063
H 1.38 4.50 -0.55 0.0262
H 1.74 3.10 -1.58 -0.0135
H 2.36 3.17 0.08 0.0053
H -2.96 2.90 0.64 0.0873
H -4.76 4.27 -0.33 0.0970
H -4.34 5.62 -2.37 0.0904
H -2.10 5.59 -3.42 0.0927
H -0.29 4.23 -2.44 0.0860
C -5.13 0.65 -3.13 -0.1414
C -5.44 -0.24 -2.10 -0.1141
C -4.54 -0.47 -1.06 -0.0463
C -3.28 0.17 -1.00 -0.2973
C -2.98 1.03 -2.07 -0.1240
C -3.89 1.27 -3.10 -0.1144
N -2.40 -0.11 0.05 0.0030
C -3.00 -0.42 1.26 -0.3375
C -2.58 -1.49 2.07 -0.0831
C -3.22 -1.81 3.26 -0.1254
C -4.29 -1.06 3.72 -0.1348
C -4.72 0.02 2.95 -0.1035
C -4.09 0.34 1.76 -0.0547
H -5.84 0.84 -3.92 0.0869
H -6.39 -0.76 -2.10 0.0889
H -4.81 -1.17 -0.28 0.1051
H -2.06 1.57 -2.06 -0.0315
H -3.62 1.97 -3.88 0.0799
H -1.78 -2.11 1.71 0.0751
H -2.89 -2.67 3.83 0.0952
H -4.79 -1.31 4.65 0.0839
H -5.56 0.62 3.29 0.0934
H -4.44 1.18 1.18 0.1053
C 0.18 -4.15 0.69 -0.0931
O 0.19 -2.74 0.91 -0.2689
C -0.04 -1.95 -0.23 -0.6193
O -0.16 -2.55 -1.27 -0.0896
H 0.35 -4.61 1.66 0.0820
H 0.96 -4.45 -0.01 0.0813
H -0.78 -4.48 0.28 0.0882
```

As for the energy above the lowest of the compared OMol25 structures with the same formula, charge and spin: 76.4 kcal per mole. The frontier orbital gap (spin up / spin down) is 4.90 / 4.89 eV. Its charge is -1. The calculation puts the HOMO energy (spin up / spin down) at -0.1297 / -0.1292 Eh. The value obtained for the energy is -113314.4733 eV. The LUMO energy (spin up / spin down) comes out at 0.050 / 0.051 hartree. The spin multiplicity is 1. The calculation puts the largest force on an atom at 3.822 eV/Å.

=====

Record 7
Below is a 2-piece molecular cluster, C4H3I overall, with properties calculated with wB97M-V/def2-TZVPD.

XYZ file:
```
8
Properties=species:S:1:pos:R:3:lowdin_charge:R:1
C -0.30 2.21 0.02 0.2125
C -0.29 0.99 0.06 -0.1897
C -0.52 -1.58 0.01 0.0337
C -0.18 -0.34 0.05 -0.1533
I 3.02 -0.26 -0.11 -0.1119
H -0.36 3.25 -0.01 0.0455
H 0.19 -2.39 0.00 0.0709
H -1.56 -1.87 -0.02 0.0922
```

As for the energy above the lowest of the compared OMol25 structures with the same formula, charge and spin: 54.3 kcal per mole. The frontier orbital gap (spin up / spin down) is 5.81 / 5.79 eV. The calculation puts the HOMO energy (spin up / spin down) at -0.3113 / -0.3109 Eh. The value obtained for the energy is -12292.1452 eV. The LUMO energy (spin up / spin down) comes out at -0.098 / -0.098 hartree. The spin multiplicity is 1. The calculation puts the largest force on an atom at 2.119 eV/Å.